(1)
9
Properties=species:S:1:pos:R:3:forces:R:3:lowdin_charge:R:1 method="wB97M-V/def2-TZVPD" total_charge=0 e_above_lowest_kcal_mol=10.3 smiles="C=CP(=S)(Cl)Cl" homo_ev=-9.17
C -0.681 0.245 -1.494 0.25 3.25 4.11 -0.02
C 0.019 -0.502 -0.650 -0.96 0.57 2.01 -0.35
P 0.290 0.021 1.134 -1.47 1.89 1.13 -0.31
S -0.560 1.709 1.837 0.72 -2.10 -1.30 0.09
Cl -0.010 -1.500 2.587 0.16 0.58 -1.53 0.16
Cl 2.281 0.208 1.197 0.49 -0.31 -0.15 0.26
H -0.620 -0.017 -2.453 -0.40 -1.06 -3.84 0.01
H -1.086 1.302 -1.236 0.62 -2.14 -0.26 0.10
H 0.367 -1.466 -0.922 0.60 -0.66 -0.16 0.06

(2)
24
Properties=species:S:1:pos:R:3:forces:R:3:lowdin_charge:R:1 method="wB97M-V/def2-TZVPD" total_charge=0 e_above_lowest_kcal_mol=18.7 smiles="CNC(C)=O.CNC(C)=O" homo_ev=-9.64
C -1.767 2.344 1.667 0.41 0.75 0.58 -0.08
N -1.301 2.038 0.337 0.10 -0.54 -0.12 0.00
C -0.164 2.635 -0.127 -0.10 -0.72 0.05 -0.56
C 0.444 1.999 -1.362 -0.17 0.31 -0.34 -0.01
O 0.373 3.549 0.462 -0.06 0.28 -0.08 0.05
H -2.231 3.327 1.657 -0.32 -0.01 0.15 0.08
H -2.433 1.595 2.075 -0.27 -0.15 -0.35 0.08
H -0.934 2.431 2.375 0.05 -0.09 -0.25 0.09
H -1.554 1.141 -0.050 0.09 0.23 0.02 0.12
H 0.209 0.938 -1.466 0.32 -0.04 0.28 0.06
H 0.104 2.437 -2.298 -0.29 0.38 0.08 0.08
H 1.500 2.232 -1.310 0.25 -0.43 -0.01 0.08
C -0.754 -3.389 -0.619 0.42 0.38 -0.05 -0.07
N 0.604 -2.831 -0.535 -0.86 -0.39 -0.40 0.00
C 0.862 -1.885 0.412 0.43 -0.61 -0.07 -0.57
C 2.049 -0.971 0.206 -0.20 -0.78 -0.03 0.00
O 0.211 -1.852 1.440 -0.28 0.42 -0.16 0.05
H -1.054 -3.903 0.290 0.12 -0.06 -0.05 0.08
H -1.442 -2.572 -0.813 -0.34 0.08 0.16 0.08
H -0.796 -4.034 -1.489 0.03 -0.34 0.08 0.08
H 1.091 -2.886 -1.413 0.36 0.50 0.20 0.12
H 1.700 -0.004 0.539 0.46 0.32 0.21 0.07
H 2.833 -1.405 0.824 0.10 0.48 0.30 0.09
H 2.449 -0.933 -0.804 -0.24 0.05 -0.19 0.07

(3)
15
Properties=species:S:1:pos:R:3:forces:R:3:lowdin_charge:R:1 method="wB97M-V/def2-TZVPD" total_charge=0 e_above_lowest_kcal_mol=129.4 smiles="CC#CNS(C)(=O)=O" homo_ev=-9.99
C -2.406 1.203 -0.789 -0.36 0.05 1.18 -0.11
C -1.391 0.724 0.184 -2.28 0.72 -1.48 -0.16
C -0.694 0.747 1.139 6.95 -0.69 4.54 0.02
N 0.730 0.614 2.071 -4.28 -1.80 -3.95 -0.11
S 2.101 0.182 1.129 0.17 0.29 -0.66 0.60
C 1.999 -1.687 0.934 -0.15 0.89 -0.31 -0.12
O 3.268 0.403 1.948 -0.77 0.23 0.12 -0.33
O 2.014 0.850 -0.163 0.01 -1.22 1.33 -0.33
H -3.348 1.504 -0.157 1.85 -0.13 -1.40 0.12
H -1.855 2.050 -1.294 -1.35 -0.80 0.15 0.10
H -2.737 0.390 -1.453 0.30 0.57 -0.05 0.07
H 0.787 1.375 2.700 0.44 0.97 0.45 0.05
H 3.067 -2.062 0.854 -1.33 0.63 0.52 0.08
H 1.370 -2.136 1.757 0.94 0.55 -0.98 0.08
H 1.552 -1.789 -0.067 -0.12 -0.25 0.54 0.05